C44H58AsI2N2O5S2Sc | ωB97M-V/def2-TZVPD

```
115
Properties=species:S:1:pos:R:3:forces:R:3:lowdin_charge:R:1
Sc 0.13966 -0.06550 0.14282 0.056 -0.393 -0.327 0.907
I -3.22860 3.55985 -1.60058 0.016 0.027 -0.015 0.953
C -3.46779 1.49866 -1.72062 -0.244 -0.019 0.024 -0.633
C -4.65056 0.96969 -2.27787 0.177 0.083 0.122 -0.226
C -4.87751 -0.37717 -2.30144 0.046 -0.048 0.011 -0.681
I -6.65017 -1.07726 -3.14725 -0.069 -0.031 -0.024 0.906
C -3.91766 -1.27004 -1.75695 -0.085 -0.033 0.040 -0.202
C -4.06060 -2.67522 -1.67551 -0.036 0.029 -0.047 -0.036
C -3.07283 -3.43056 -1.11448 0.050 -0.027 0.056 -0.042
C -1.90476 -2.79426 -0.64960 -0.032 -0.086 0.002 -0.126
N -1.73843 -1.50136 -0.71113 0.038 0.308 -0.160 0.071
C -2.72972 -0.72642 -1.22896 0.088 -0.193 0.064 -0.153
C -2.47182 0.68853 -1.19850 0.210 0.170 0.026 -0.455
O -1.34951 1.11973 -0.72265 -0.174 0.068 -0.178 -0.259
H -5.38692 1.64874 -2.68564 0.014 0.016 0.011 0.076
H -4.95959 -3.13994 -2.05944 0.003 0.010 0.011 0.061
H -3.17157 -4.50527 -1.03184 0.015 0.023 -0.002 0.108
H -1.08700 -3.36085 -0.21747 -0.023 0.020 -0.008 0.105
C -0.90105 3.40152 2.40093 -0.129 -0.047 -0.002 -0.283
As 0.48598 2.51055 1.36642 0.155 0.034 0.061 1.207
C 0.72079 3.91291 0.05052 0.002 -0.002 -0.112 -0.264
C 1.94253 2.82982 2.65755 0.132 0.092 -0.060 -0.291
C 2.58676 4.18184 2.59674 -0.023 -0.024 0.116 -0.294
C 3.46002 4.51980 1.56237 0.021 -0.021 0.044 -0.053
C 4.06006 5.76798 1.51837 -0.019 0.025 0.008 -0.076
C 3.79295 6.71076 2.50573 0.012 -0.019 -0.031 -0.101
C 2.92394 6.38929 3.53702 -0.022 -0.052 -0.016 -0.092
C 2.32907 5.13270 3.58113 -0.031 0.087 -0.040 -0.053
H -0.60163 4.44215 2.52246 -0.033 0.046 0.047 0.032
H -0.98734 2.91802 3.37233 -0.003 0.027 -0.023 0.011
H -1.85911 3.36025 1.88093 0.023 0.015 -0.021 0.014
H 0.95727 4.85221 0.54398 -0.017 0.086 -0.014 0.034
H -0.21744 3.99610 -0.49881 0.014 -0.012 0.005 -0.009
H 1.51283 3.64881 -0.64568 0.056 0.006 0.017 0.009
H 2.66873 2.03786 2.49454 0.060 -0.007 -0.057 0.042
H 1.48286 2.65595 3.62772 0.006 -0.053 0.059 0.066
H 3.66826 3.79349 0.78726 0.034 -0.068 -0.062 0.096
H 4.73744 6.00783 0.70638 -0.022 -0.011 0.032 0.102
H 4.26074 7.68715 2.47071 -0.009 -0.025 -0.002 0.097
H 2.71072 7.11402 4.31346 0.000 -0.015 -0.009 0.098
H 1.65539 4.88362 4.39389 0.016 0.002 0.003 0.109
C -0.18472 -4.06914 -3.72552 -0.009 -0.024 0.068 -0.094
C 1.15383 -4.62007 -3.24187 -0.032 0.054 -0.013 -0.284
C 1.47624 -4.22871 -1.80127 -0.014 -0.188 -0.022 -0.312
S 1.78207 -2.45389 -1.69540 -0.255 0.553 0.020 1.015
O 0.98391 -2.00202 -0.48004 0.129 -0.391 -0.043 -0.581
C 3.50431 -2.43385 -1.21123 0.092 -0.076 0.120 -0.313
C 3.79980 -2.94818 0.20135 0.028 -0.021 -0.042 -0.259
C 4.37521 -4.36231 0.28438 0.008 0.026 -0.012 -0.100
H -0.40013 -4.39635 -4.74251 0.021 0.003 -0.002 0.079
H -0.20016 -2.97704 -3.71906 -0.003 -0.076 0.019 0.050
H -0.99947 -4.41274 -3.08349 0.016 -0.004 -0.023 0.067
H 1.95926 -4.27104 -3.89615 -0.009 -0.033 -0.001 0.109
H 1.15464 -5.70961 -3.30826 0.008 -0.021 0.003 0.110
H 2.34806 -4.75472 -1.42222 -0.039 -0.062 -0.006 0.070
H 0.63705 -4.41286 -1.12953 0.018 -0.034 -0.030 0.089
H 3.77341 -1.38082 -1.30410 0.011 0.030 -0.015 0.072
H 4.02239 -2.99068 -2.00025 0.023 0.034 0.043 0.106
H 2.89958 -2.85288 0.81418 -0.002 0.051 0.002 0.104
H 4.52088 -2.25376 0.62792 0.062 0.048 0.076 0.096
H 3.63037 -5.14008 0.11139 -0.001 0.023 -0.011 0.058
H 4.79074 -4.54008 1.27668 -0.013 -0.002 0.003 0.075
H 5.18279 -4.50357 -0.43783 -0.006 0.005 0.015 0.078
O 0.38937 0.32419 3.71235 -0.109 -0.014 0.132 -0.074
C 1.02568 -0.57308 3.16958 0.123 0.271 -0.585 -0.487
O 1.07035 -0.82425 1.90831 0.033 0.057 0.245 -0.208
H 1.66974 -1.22437 3.78544 -0.036 -0.131 0.023 0.135
C 5.71261 3.36118 -2.16734 -0.009 -0.034 0.023 -0.050
C 4.88495 2.41850 -1.32835 -0.071 0.052 -0.063 -0.283
C 5.38828 1.91302 -0.13642 -0.043 0.064 0.119 -0.052
C 4.59385 1.06931 0.63637 -0.032 0.029 -0.013 -0.286
C 5.08681 0.59424 1.98248 -0.003 -0.015 -0.057 -0.037
C 3.34109 0.68961 0.17160 0.008 -0.100 0.025 -0.059
C 2.80111 1.13363 -1.06284 -0.029 -0.050 -0.091 -0.327
C 3.61478 2.05704 -1.76367 0.068 0.038 0.031 -0.024
N 1.58383 0.63825 -1.48952 -0.058 0.057 0.299 -0.043
C 1.18127 0.90011 -2.90128 0.063 -0.028 0.049 -0.575
C 2.32061 0.62720 -3.92370 0.019 -0.004 -0.056 -0.043
C 0.62769 2.32078 -3.08712 -0.009 0.033 0.012 -0.045
C 0.05550 -0.07322 -3.28297 0.038 -0.051 -0.043 -0.061
H 6.47088 3.86323 -1.56530 -0.012 -0.002 -0.005 0.071
H 5.08848 4.12190 -2.63917 0.003 -0.010 0.013 0.076
H 6.22888 2.82172 -2.96547 -0.008 -0.002 0.009 0.079
H 6.37005 2.21277 0.21535 -0.018 -0.020 -0.017 0.110
H 6.15006 0.80363 2.10110 -0.002 -0.024 -0.004 0.076
H 4.92994 -0.47634 2.12323 -0.024 -0.028 -0.027 0.066
H 4.56286 1.09796 2.79888 0.003 0.031 -0.021 0.072
H 2.78253 -0.02228 0.77082 -0.028 -0.013 -0.001 0.080
H 3.26915 2.49897 -2.68382 0.018 0.002 0.040 0.083
H 2.75444 1.53684 -4.33865 0.010 -0.028 0.015 0.073
H 1.93142 0.05212 -4.76696 -0.007 0.041 0.001 0.076
H 3.13209 0.05176 -3.47295 -0.046 -0.011 -0.013 0.077
H 1.34577 3.08134 -2.78367 -0.012 0.004 -0.023 0.062
H -0.27033 2.44656 -2.48200 0.002 -0.003 -0.007 0.041
H 0.37059 2.49823 -4.13654 0.009 -0.024 0.038 0.090
H 0.45475 -1.04435 -3.57338 0.016 0.086 0.025 0.030
H -0.50950 0.32092 -4.13158 0.036 -0.013 -0.007 0.102
H -0.64254 -0.22729 -2.47331 -0.081 0.029 0.039 0.035
C -3.94546 0.44143 2.30691 -0.231 -0.111 -0.035 -0.197
S -2.23687 0.34300 2.79817 0.554 0.159 -0.232 0.983
O -1.58436 -0.21954 1.55506 -0.274 0.039 0.492 -0.574
C -2.35147 -1.02208 3.92891 -0.060 -0.091 -0.026 -0.385
C -2.40094 -0.76365 5.28908 -0.037 -0.003 -0.023 -0.072
C -2.48829 -1.83116 6.17089 0.018 -0.016 -0.003 -0.071
C -2.49977 -3.13210 5.68621 0.005 0.004 -0.032 -0.077
C -2.42497 -3.37406 4.31926 0.006 -0.009 0.021 -0.066
C -2.34800 -2.31450 3.42862 -0.031 -0.016 0.072 -0.058
H -4.23689 -0.52222 1.88812 -0.083 0.048 -0.013 0.068
H -4.01456 1.22684 1.55141 0.011 -0.046 0.034 0.058
H -4.55086 0.69453 3.17856 -0.005 -0.014 -0.052 0.067
H -2.35048 0.25608 5.65310 0.007 -0.031 -0.020 0.118
H -2.52532 -1.64800 7.23649 -0.001 -0.001 0.000 0.107
H -2.55230 -3.96301 6.37789 -0.008 0.005 -0.007 0.104
H -2.42063 -4.39094 3.94813 0.002 0.003 0.010 0.106
H -2.26465 -2.47538 2.36049 0.006 0.013 0.010 0.106
```
Positions in Å, forces in eV/Å.

## Properties
Highest occupied orbital energy   -6.52 eV
LUMO energy   -0.00205 hartree
Total charge   0

C2H3ClFN | ωB97M-V/def2-TZVPD

```
8
Properties=species:S:1:pos:R:3:forces:R:3:lowdin_charge:R:1
C 1.36576 0.27097 -0.35822 4.957 -3.233 -0.514 -0.078
C -0.66752 1.27167 0.48519 1.181 -0.311 0.943 -0.173
N 0.29700 0.90475 -0.11783 -4.949 2.065 -0.073 0.000
F -1.62694 1.92593 -0.07071 -2.146 1.090 -0.399 0.100
Cl -1.92470 -2.09858 0.89143 0.266 -0.058 -0.260 0.270
H 2.24637 0.82880 -0.08975 0.659 -0.613 -0.116 0.058
H 1.32211 -0.76312 -0.75085 0.304 0.999 0.159 0.069
H -1.01207 -2.34043 0.01075 -0.272 0.060 0.261 -0.247
```
Positions in Å, forces in eV/Å.

## Properties
2S+1   3
Highest occupied orbital energy (alpha / beta)   -6.42 / -11.37 eV
LUMO energy (alpha / beta)   0.02659 / -0.06269 hartree
Total charge   0

CCrF4O3P | ωB97M-V/def2-TZVPD

```
10
Properties=species:S:1:pos:R:3:forces:R:3:lowdin_charge:R:1
C -2.33463 -0.76872 0.11020 -0.804 -4.734 0.818 -0.393
O -0.19671 0.99587 -0.20949 1.207 -0.159 0.478 -0.344
O -1.47549 -1.58456 0.22645 -0.324 2.811 -0.545 0.164
O -3.43788 -0.40286 0.07447 0.925 1.808 -0.328 0.225
Cr 0.41633 2.71102 -0.86385 -0.152 -0.681 0.002 1.365
P 1.15456 0.25405 0.02302 1.036 -2.447 1.591 0.473
F 1.92542 1.52762 -1.04541 0.041 0.815 -0.350 -0.312
F 2.03594 0.99267 1.13512 -0.720 -0.340 -1.436 -0.078
F 1.05498 -0.99006 1.01790 -0.852 1.668 -1.287 -0.069
F 1.59255 -0.70057 -1.14937 -0.357 1.259 1.056 -0.032
```
Positions in Å, forces in eV/Å.

## Properties
2S+1   5
Highest occupied orbital energy (alpha / beta)   -15.60 / -15.61 eV
LUMO energy (alpha / beta)   -0.27070 / -0.25604 hartree
Total charge   +1

C4H4O2S2 | ωB97M-V/def2-TZVPD

```
12
Properties=species:S:1:pos:R:3:forces:R:3:lowdin_charge:R:1
O 2.83043 0.89078 0.56196 0.304 -0.739 0.152 -0.345
S 2.23584 -0.19771 -0.15681 -1.609 -1.460 0.945 0.629
O 2.39200 -0.30865 -1.57469 0.457 -0.073 -0.165 -0.394
C 0.39388 -0.02755 0.05769 0.439 -0.712 0.621 -0.610
C -0.68592 -0.48713 0.82779 2.234 -1.631 0.102 -0.191
C -1.91188 -0.01039 0.38836 -1.856 1.393 0.276 -0.183
C -1.76070 0.90163 -0.69360 1.327 -2.818 3.085 -0.379
S -0.13734 1.03141 -1.12050 -0.552 0.810 -1.114 1.056
H 2.59136 -1.56540 0.37056 -0.607 2.377 -0.424 0.127
H -0.56841 -1.32770 1.54537 -0.121 1.008 -0.310 0.119
H -2.87022 -0.23087 1.02514 1.792 0.449 -1.848 0.143
H -2.50903 1.33158 -1.23127 -1.809 1.397 -1.320 0.028
```
Positions in Å, forces in eV/Å.

## Properties
SMILES string   O=[SH](=O)c1cccs1
Highest occupied orbital energy   -9.42 eV
LUMO energy   0.00861 hartree
Total charge   0

Calculated values (kcal/mol) of energy above the lowest of the compared OMol25 structures with the same formula, charge and spin for the records, taken in order: 1.2; 5.2; 0.0; 48.4.